Record 1
The following is a quantum chemistry calculation of C3H5NO3 in the gas phase, from OMol25.

Geometry as XYZ:
```
12
Properties=species:S:1:pos:R:3:lowdin_charge:R:1
N -1.683 -0.707 0.197 0.14
C -0.479 -0.456 0.834 -0.52
O 0.041 -1.147 1.685 0.08
C 0.095 0.929 0.475 -0.10
O 1.443 0.902 0.019 0.01
C 1.572 0.109 -1.051 -0.31
O 0.697 -0.590 -1.501 0.08
H -1.625 -0.653 -0.817 0.10
H -2.190 -1.513 0.538 0.10
H -0.524 1.396 -0.294 0.13
H 0.076 1.522 1.391 0.14
H 2.577 0.207 -1.476 0.15
```

relative energy (zero: lowest compared OMol25 entry of this formula, charge and spin)	20.4	kcal per mole
SMILES string	NC(=O)COC=O
2S+1	1

=====

Record 2
The following is a quantum chemistry calculation of 2 unconnected molecules or ions with the total composition C4H9NO2 in a non-equilibrium geometry, from OMol25.

Geometry as XYZ:
```
16
Properties=species:S:1:pos:R:3:lowdin_charge:R:1
O 1.691 0.657 -0.663 0.01
C 1.718 -0.077 0.321 -0.37
N 0.761 -0.934 0.747 0.11
C -0.417 -0.915 0.028 -0.14
C -1.526 0.123 0.614 -0.50
C -0.935 1.535 0.740 -0.03
O -2.566 0.088 -0.123 0.06
H 2.616 -0.092 0.961 0.12
H 1.799 -1.364 -2.572 0.01
H -0.857 -1.905 0.021 0.14
H -0.244 -0.543 -0.993 0.13
H -1.699 -0.257 1.654 0.16
H -0.581 1.848 -0.246 0.09
H -0.090 1.560 1.449 0.09
H -1.734 2.213 1.039 0.09
H 2.065 -1.938 -2.976 0.03
```

relative energy (zero: lowest compared OMol25 entry of this formula, charge and spin)	158.3	kcal per mole
2S+1	1

=====

- Look up the 2S+1 of the first one.
  1

=====

- Which formula does entry 2 have?
  C4H9NO2

=====

Repeat the first record exactly.
The following is a quantum chemistry calculation of C3H5NO3 in the gas phase, from OMol25.

Geometry as XYZ:
```
12
Properties=species:S:1:pos:R:3:lowdin_charge:R:1
N -1.683 -0.707 0.197 0.14
C -0.479 -0.456 0.834 -0.52
O 0.041 -1.147 1.685 0.08
C 0.095 0.929 0.475 -0.10
O 1.443 0.902 0.019 0.01
C 1.572 0.109 -1.051 -0.31
O 0.697 -0.590 -1.501 0.08
H -1.625 -0.653 -0.817 0.10
H -2.190 -1.513 0.538 0.10
H -0.524 1.396 -0.294 0.13
H 0.076 1.522 1.391 0.14
H 2.577 0.207 -1.476 0.15
```

relative energy (zero: lowest compared OMol25 entry of this formula, charge and spin)	20.4	kcal per mole
SMILES string	NC(=O)COC=O
2S+1	1